# 1
102
Properties=species:S:1:pos:R:3:forces:R:3 method="wB97M-V/def2-TZVPD" homo_lumo_gap_ev=7.40 e_above_lowest_kj_mol=3.2 energy_ha=-10599.1250 total_charge=+2 lumo_ev=-5.7 e_homo_ev=-13.08
Pb 10.4161 9.6662 16.0610 -0.0059 0.1589 -0.1689
C 10.3012 12.6391 18.5523 1.7032 -0.4389 2.4387
C 8.9822 13.1091 18.0642 0.8281 -0.6563 -1.2090
S 8.2568 11.8364 17.0106 -0.2813 0.0231 -0.0527
C 7.7763 12.7436 15.5318 -0.0832 -0.2822 0.1043
C 8.8154 13.2347 14.5754 -0.0661 0.6697 -1.1975
S 10.1269 12.1109 14.1712 0.8993 0.2220 -0.1003
C 11.5095 13.1923 14.6990 0.4697 -0.3383 -1.0137
C 11.6355 13.5749 16.1470 1.3270 0.2648 0.7184
S 11.5812 12.1473 17.3459 -0.4749 0.8296 -0.0745
H 10.1998 11.7732 19.2703 0.0054 0.4179 -1.0240
H 10.7552 13.3846 19.2545 -0.3080 -0.2133 -0.8151
H 9.1401 14.0192 17.5277 -0.2361 0.6068 -0.6372
H 8.3740 13.3231 18.8924 -1.0590 0.1794 1.0672
H 7.2320 13.6011 15.8381 -0.8477 0.6968 0.4375
H 7.0747 12.0619 15.0773 -0.2257 -0.1643 -0.4295
H 9.2905 14.1511 14.8434 0.5213 0.5296 1.3064
H 8.3958 13.6851 13.6595 -0.5766 -1.0310 -0.0241
H 11.5240 14.1216 14.0829 -0.2240 -0.6653 0.3140
H 12.4205 12.6434 14.4384 -0.3473 0.0096 -0.1792
H 11.0283 14.4571 16.4214 0.0712 -0.7594 0.2526
H 12.7110 13.8889 16.2191 -0.9952 0.0795 0.1627
Br 8.4848 9.9542 23.2106 0.0232 0.1129 -0.4492
C 8.4397 9.6233 21.3519 -1.8974 -0.8424 -1.0746
C 7.1839 9.5120 20.6600 1.6669 0.6200 0.9328
C 7.1482 9.1988 19.3285 0.2006 -0.2414 -0.3871
C 8.3408 8.9387 18.6352 0.2688 -0.1768 -0.8580
C 9.5762 8.9821 19.2964 -0.8010 -0.5640 -0.2295
C 9.5824 9.2950 20.6567 -1.3825 0.6778 -0.7172
N 8.4007 8.7248 17.1978 1.3935 1.1501 2.1132
C 7.5357 8.1114 16.5640 -1.4941 -1.0805 -1.7797
C 7.5940 7.9741 15.0663 -1.3992 -0.0134 1.5532
C 6.5961 7.2872 14.4054 0.3473 -0.1100 0.5889
C 6.6998 7.1780 13.0461 -0.4529 -0.3720 -1.9923
C 7.7220 7.8177 12.3658 1.4518 1.0955 2.5291
C 8.6879 8.5466 13.1406 -1.6443 -1.6723 -0.9809
N 8.5657 8.5944 14.4498 1.7793 0.9114 0.1961
H 6.2754 9.7833 21.1404 -0.5359 -0.0211 0.5306
H 6.1635 9.1616 18.8651 0.3571 0.0513 -0.2477
H 11.5481 9.0234 18.9695 0.6799 0.8778 0.4615
H 10.4522 9.4260 21.1815 2.3722 -0.1596 1.0162
H 6.6936 7.6433 17.0506 -0.3937 -0.2236 0.1852
H 5.8009 6.8124 14.9457 -0.2305 -0.1656 0.1939
H 5.9869 6.5752 12.4599 0.2885 0.4018 0.4647
H 7.8906 7.7838 11.3395 -0.0831 -0.2871 -1.6462
H 9.5763 8.9564 12.6908 -0.1478 0.2443 0.0221
C 12.5562 7.0562 18.1610 -0.2180 -0.0733 -0.5593
C 11.1336 7.1297 18.6983 0.9991 0.0468 0.6828
C 10.2563 6.2704 17.8754 0.3333 -0.6749 -1.1196
C 11.1196 6.6845 20.1815 2.3500 -0.7688 -1.1832
N 10.7560 8.5681 18.5781 -0.7124 0.4671 -0.0777
H 13.0919 6.1319 18.3129 -0.3843 -0.6795 -0.0493
H 13.1662 7.7399 18.6836 0.8166 1.1967 0.5900
H 12.5859 7.3043 17.0936 0.0176 -0.0285 0.0609
H 10.5608 5.2596 18.1532 -0.5532 -0.1933 -0.3576
H 10.4091 6.3928 16.7650 -0.1174 0.0235 0.9841
H 9.2393 6.4757 18.1219 -0.8936 -0.3734 0.1192
H 11.3973 5.6138 20.1928 0.0064 0.4568 0.0778
H 10.1670 6.7303 20.6029 -1.4898 0.3797 0.8888
H 11.9105 7.2184 20.7596 -0.8192 -0.2127 -0.2252
C 10.7805 10.1753 11.1806 1.5834 0.4052 -0.8579
O 10.8794 8.8417 10.6709 -0.6530 -1.6429 0.2611
C 11.7362 7.8374 11.0471 1.0494 3.0620 0.5515
O 11.6280 6.7459 10.6240 -0.7121 -1.5300 -0.2841
C 12.9071 8.2519 11.9466 0.3646 0.5318 0.2746
C 13.9426 9.0092 11.4887 -1.8509 -1.0614 1.0018
As 15.3060 9.9765 12.4444 2.0202 0.9719 -0.0957
C 16.8686 8.9411 11.8696 0.5801 2.1381 -1.0293
C 14.7561 9.1635 14.0820 -0.2258 1.3532 0.9566
C 14.4771 7.8665 14.2039 -0.1592 0.2478 -0.1536
As 12.6503 7.5247 13.9149 -1.2560 -0.3439 -1.2128
C 12.7344 5.6127 13.5349 0.4072 -0.6070 0.7772
C 15.4295 6.7538 14.0820 1.8787 -0.7808 0.3234
O 15.9376 6.4047 15.1269 -0.5072 0.0413 -0.5910
O 15.7310 6.2063 12.8816 -1.0989 1.3855 0.7101
C 16.6278 5.1133 12.8937 0.1942 -1.0434 1.0837
C 13.8078 10.2574 14.6338 0.3965 -2.1507 -0.2199
O 12.5933 10.2384 14.4715 0.3868 0.6308 0.0126
O 14.3783 11.2025 15.3310 -0.3012 1.0424 -0.2433
C 15.6793 11.0835 15.9706 -0.5390 -0.8912 -0.0747
C 13.9367 9.5978 10.1275 -1.2031 -0.4214 -1.6157
O 14.0615 10.7748 9.9242 0.2093 -0.0098 0.3709
O 13.6087 8.7672 9.1131 0.8297 -0.2650 0.2001
C 14.1196 7.3922 9.1606 -0.4965 0.2904 0.2322
H 11.3536 10.7584 10.4182 -0.3239 0.1432 1.1312
H 11.1645 10.2714 12.2144 0.0387 0.0630 -0.6447
H 9.7440 10.5002 11.1287 -0.0892 -0.2738 0.0313
H 16.7446 7.9666 12.2307 0.2262 -1.3447 -0.0700
H 17.8091 9.4147 12.1909 -0.4862 -0.1770 0.4221
H 16.9421 9.0701 10.7709 -0.3643 -0.6142 0.4443
H 13.5611 5.2609 12.9003 -0.4080 0.3850 0.1436
H 11.7831 5.3341 13.0900 -0.0160 -0.1384 0.0347
H 12.8460 5.1333 14.5446 -0.2485 0.2618 -0.8552
H 17.3226 5.2157 12.1102 0.7158 0.4539 -1.1365
H 16.0510 4.2157 12.6989 -0.0136 -0.2365 0.2457
H 17.1995 5.0494 13.8306 -0.4870 -0.0379 -0.2513
H 15.8486 12.0524 16.4127 -0.1028 -0.0312 0.5102
H 16.5215 10.8732 15.3205 -0.2361 -0.1276 -0.5081
H 15.5058 10.2346 16.6386 0.7630 0.4936 0.4310
H 13.2457 6.7532 9.0714 0.1853 -0.1144 -0.0857
H 14.5686 7.2307 10.1595 0.1439 -0.2281 -0.8773
H 14.7788 7.2294 8.2975 0.0095 0.2528 0.5236


# 2
114
Properties=species:S:1:pos:R:3:forces:R:3 method="wB97M-V/def2-TZVPD" homo_lumo_gap_ev="7.36 / 4.39" e_above_lowest_kj_mol=64.0 energy_ha=-4879.0354 s2=6.05 total_charge=+2 lumo_ev="-4.7 / -7.9" multiplicity=5 e_homo_ev="-12.06 / -12.32"
Co -0.1655 0.1884 0.0697 -0.9562 0.1033 -0.1577
C 0.7346 4.4917 4.3549 -0.0654 0.0045 0.0068
C 0.7219 4.4655 2.9718 0.1658 0.0934 0.0131
C 0.4185 3.2961 2.2903 0.1071 -0.2175 -0.1387
C 0.0967 2.1329 2.9843 -0.0205 0.6842 0.9470
C 0.0938 2.1752 4.3915 0.0358 -0.1550 -0.2921
C 0.4152 3.3366 5.0618 0.0699 0.0310 0.0087
N -0.3598 0.9897 2.2796 0.1088 -0.9170 -0.3398
N -0.8004 0.0843 3.0197 0.0339 1.2058 0.8764
C -1.3687 -1.0147 2.4294 -0.3554 -1.4542 -1.0838
C -2.1073 -1.8668 3.2638 0.2631 0.5326 0.1729
C -2.7466 -2.9621 2.7280 -0.1478 -0.2144 0.0090
C -2.6775 -3.1893 1.3603 -0.0008 0.0735 -0.1196
C -1.9421 -2.3372 0.5396 -0.0074 -0.1084 0.1780
C -1.2227 -1.2636 1.0450 0.1566 0.6539 0.5045
H 0.9780 5.4026 4.8855 -0.0169 0.0105 -0.0227
H 0.9557 5.3597 2.4085 0.0196 0.0031 -0.0132
H 0.4279 3.3045 1.2114 0.1412 -0.0182 0.0182
H -0.1820 1.2876 4.9382 0.0055 -0.0289 0.0365
H 0.4040 3.3508 6.1437 0.0177 -0.0202 -0.0092
H -2.1915 -1.6163 4.3149 0.0380 -0.0874 0.0079
H -3.3092 -3.6303 3.3663 -0.0273 0.0238 -0.0099
H -3.1952 -4.0348 0.9224 -0.0163 -0.0043 0.0428
H -1.9173 -2.5560 -0.5207 0.0154 -0.0521 -0.0497
C 2.6522 -2.2113 -0.8120 -0.2769 -0.3105 0.0692
N 3.6754 -1.2528 -1.1408 0.4753 -0.1283 -0.1926
C 3.3445 0.1487 -1.1771 -0.0802 0.2892 -0.0047
P 2.2743 0.7605 0.2674 0.7666 0.1830 0.3080
C 3.0937 -0.1159 1.6399 -0.1063 0.0162 0.0118
C 2.3337 -0.9746 2.4335 -0.0525 0.1224 -0.0832
C 2.9161 -1.6417 3.5009 0.0130 -0.0792 0.0349
C 4.2591 -1.4473 3.7864 0.0024 -0.0094 0.0244
C 5.0306 -0.6167 2.9829 0.0598 0.0124 -0.0848
C 4.4563 0.0374 1.9054 -0.0132 -0.0991 -0.0448
C 3.0564 2.4201 0.2823 -0.2182 0.0454 -0.0360
C 3.6105 2.9916 1.4250 -0.1373 -0.0477 -0.0158
C 4.2152 4.2376 1.3559 -0.0139 0.0626 0.0316
C 4.2672 4.9279 0.1543 -0.0076 0.0425 -0.0085
C 3.7026 4.3744 -0.9859 -0.0182 -0.0628 -0.0661
C 3.0976 3.1297 -0.9208 -0.0406 -0.0245 0.0664
C 4.9338 -1.6783 -1.4695 -0.3674 0.1564 0.1220
C 5.7652 -0.8940 -2.2998 0.2346 0.2094 -0.0928
C 7.0195 -1.3448 -2.6372 -0.1016 0.1006 -0.0270
C 7.4779 -2.5743 -2.1630 0.0118 0.0018 -0.0033
C 6.6669 -3.3514 -1.3353 -0.1018 -0.0478 0.0781
C 5.4092 -2.9177 -0.9885 0.0773 -0.3365 -0.0003
P 0.9276 -1.7299 -1.3965 0.1165 -0.2649 -0.4521
C 0.3159 -3.4462 -1.4131 -0.0090 -0.0032 0.0911
C -0.2429 -4.0218 -2.5500 0.0015 0.0748 -0.0143
C -0.7244 -5.3227 -2.5061 -0.0601 -0.0509 -0.0090
C -0.6534 -6.0547 -1.3304 -0.0189 0.0304 -0.0032
C -0.0865 -5.4883 -0.1959 0.0155 -0.0385 0.0498
C 0.3877 -4.1893 -0.2323 0.0449 0.0463 -0.0628
C 1.2744 -1.3971 -3.1615 0.0370 -0.0059 0.0488
C 2.1899 -2.1532 -3.8967 -0.0330 0.0699 -0.0413
C 2.4510 -1.8346 -5.2200 0.1017 -0.0894 0.0105
C 1.7915 -0.7747 -5.8289 -0.0517 0.0548 -0.0108
C 0.8694 -0.0277 -5.1106 0.0388 0.0070 -0.0350
C 0.6212 -0.3295 -3.7781 0.0292 -0.0280 0.1022
H 2.5782 -2.3528 0.2713 0.0764 0.0836 0.0041
H 2.9000 -3.1703 -1.2603 0.0271 0.0373 0.0265
H 2.8218 0.3987 -2.1080 0.0193 -0.1113 -0.0032
H 4.2636 0.7238 -1.1280 -0.0230 -0.0107 -0.0146
H 1.2831 -1.1196 2.2077 0.0082 -0.0295 0.0475
H 2.3215 -2.3108 4.1091 -0.0213 0.0446 0.0195
H 4.7112 -1.9402 4.6371 -0.0119 -0.0307 -0.0155
H 6.0819 -0.4747 3.1969 -0.0053 -0.0142 0.0112
H 5.0668 0.6755 1.2779 0.0205 0.0630 0.0477
H 3.5627 2.4737 2.3724 -0.0003 -0.0056 0.0437
H 4.6421 4.6714 2.2506 0.0006 -0.0018 -0.0076
H 4.7395 5.8997 0.1024 0.0152 -0.0109 0.0250
H 3.7397 4.9025 -1.9297 -0.0085 0.0356 0.0245
H 2.6566 2.7076 -1.8172 0.0154 0.0493 -0.0455
H 5.4048 0.0351 -2.7187 -0.0126 -0.0192 0.0185
H 7.6418 -0.7452 -3.2868 0.0063 -0.0291 -0.0151
H 8.4623 -2.9265 -2.4400 0.0046 0.0043 0.0146
H 7.0278 -4.2967 -0.9542 0.0181 0.0143 0.0088
H 4.8043 -3.5097 -0.3152 0.0136 0.0301 -0.0096
H -0.3054 -3.4592 -3.4734 0.0346 -0.0240 -0.0108
H -1.1501 -5.7672 -3.3962 -0.0252 0.0158 0.0104
H -1.0491 -7.0607 -1.2921 0.0545 -0.0198 -0.0245
H -0.0235 -6.0576 0.7223 -0.0279 0.0112 0.0020
H 0.7848 -3.7403 0.6717 -0.0205 -0.0346 0.0278
H 2.6925 -3.0026 -3.4478 -0.0125 -0.0152 -0.0155
H 3.1689 -2.4194 -5.7806 -0.0246 -0.0047 -0.0129
H 1.9959 -0.5345 -6.8639 -0.0084 -0.0113 -0.0004
H 0.3451 0.7906 -5.5877 0.0177 0.0117 0.0081
H -0.0924 0.2491 -3.2045 -0.0794 -0.0061 -0.0304
N -2.8342 4.9859 0.9994 -0.0996 -0.0060 0.0802
C -2.0261 4.2524 0.2142 0.1297 -0.1485 -0.3652
C -1.8330 2.8666 0.4226 -0.3354 -0.0937 -0.0464
N -0.9943 2.1764 -0.3205 0.2114 0.1282 -0.0158
C -0.3694 2.8049 -1.3253 -0.0122 0.1775 -0.1286
C -0.5928 4.1512 -1.5536 0.0386 -0.1998 0.0249
N -1.3968 4.8712 -0.7872 -0.1679 0.1979 0.1669
H -3.2841 4.5977 1.8073 0.0030 -0.0082 0.0132
H -2.9324 5.9679 0.8102 0.0134 0.0198 -0.0070
H -2.3741 2.3433 1.2029 0.1457 -0.0222 0.0739
H 0.2903 2.2169 -1.9516 0.0014 0.0317 -0.0051
H -0.1133 4.6740 -2.3735 0.0507 -0.0521 0.0120
O -1.6676 -0.0487 -1.5981 0.2435 -0.1358 -0.3462
S -3.1259 -0.4173 -1.7802 -0.0824 0.1863 -0.2132
C -3.1415 -1.5229 -3.2484 -0.2590 0.0006 0.1127
C -3.7987 -0.7736 -4.4060 0.0636 0.1143 -0.0226
C -3.4929 0.7051 -4.1854 -0.0286 -0.0585 -0.0116
C -3.8470 0.9644 -2.7307 0.0260 -0.2199 0.0290
H -3.6560 -2.4440 -2.9770 0.0636 -0.0219 -0.0022
H -2.0905 -1.7359 -3.4418 0.0540 0.0321 0.1070
H -4.8782 -0.9326 -4.3944 0.0025 -0.0130 -0.0257
H -3.4190 -1.1285 -5.3638 -0.0280 -0.0504 0.0139
H -4.0629 1.3473 -4.8559 0.0388 0.0251 0.0009
H -2.4277 0.8950 -4.3430 -0.0173 0.0496 -0.0376
H -4.9250 0.9102 -2.5634 -0.0059 0.0502 -0.0041
H -3.4592 1.8950 -2.3192 0.0179 -0.0456 0.1164


# 3
48
Properties=species:S:1:pos:R:3:forces:R:3 method="wB97M-V/def2-TZVPD" homo_lumo_gap_ev=7.54 energy_ha=-2955.5099 total_charge=+1 lumo_ev=-4.3 e_homo_ev=-11.80
Sn -1.0782 -1.7446 -0.0537 0.3903 0.7695 -0.5173
C -0.4109 -1.3203 3.1994 -0.1028 -0.2543 -0.6542
O -0.2203 -0.3834 4.2196 -0.0590 0.3030 0.3072
C 0.0044 0.9176 3.9312 0.0481 -0.0299 0.1685
C 0.4157 1.7091 5.0039 -0.1345 -0.2023 -0.3634
C 0.7058 3.0640 4.8908 0.0745 0.0924 -0.1609
C 0.6215 3.7057 3.6760 -0.0699 -0.0727 -0.0727
C 0.1852 2.9506 2.5871 -0.0893 -0.7534 0.3148
C -0.0793 3.2656 1.2414 -0.0383 -0.4059 0.1954
N -0.5518 2.2051 0.6225 0.6348 0.5141 2.0133
N -0.9506 2.2040 -0.6043 -0.4476 0.0584 -1.9943
C -1.5895 1.2545 -1.2329 0.2787 0.2049 0.6776
O -1.9033 0.1151 -0.7129 0.3505 -1.1571 0.1432
C -2.0530 1.5781 -2.5845 -0.1315 0.0642 -0.4927
C -2.3054 2.9029 -2.9529 -0.0010 -0.3057 0.1221
C -2.8638 3.1766 -4.1864 -0.0086 0.0493 -0.1065
C -3.1455 2.1498 -5.0761 0.0569 -0.0371 0.1361
C -2.8464 0.8396 -4.7315 -0.0068 -0.0466 -0.1341
C -2.3084 0.5506 -3.4933 0.1040 -0.1637 0.3726
C -0.1447 1.5761 2.7073 0.3163 1.1824 0.1821
O -0.6135 1.1168 1.5133 -0.2589 -0.5072 -0.3471
H 0.4420 -1.3200 2.4927 -0.2215 -0.0192 0.2451
H -1.3555 -1.1269 2.6443 0.3357 -0.0980 0.3810
H -0.4709 -2.2933 3.6971 -0.0411 0.2006 -0.2402
H 0.5033 1.2207 5.9608 0.0183 -0.1273 0.0987
H 1.0190 3.6040 5.7712 0.0150 0.0419 0.0291
H 0.8611 4.7485 3.5688 0.0427 0.1807 -0.0326
H 0.0430 4.1980 0.7265 -0.0799 0.0596 -0.2719
H -2.0950 3.6905 -2.2480 -0.0117 0.1251 0.0257
H -3.0941 4.1921 -4.4637 0.0006 0.1613 0.0177
H -3.6014 2.3723 -6.0309 0.0337 -0.0135 -0.0269
H -3.0406 0.0425 -5.4301 -0.0280 -0.1171 -0.0892
H -2.0720 -0.4762 -3.2140 -0.1479 0.2192 -0.1312
F 2.5192 -5.3690 -0.0696 0.1166 0.1560 -0.2336
C 1.3568 -4.8849 -0.4417 -0.1819 0.0471 0.4694
F 0.7406 -4.3575 0.6395 0.0141 0.0292 0.1579
F 0.5876 -5.8597 -0.8924 0.1459 0.3031 -0.4331
S 1.5022 -3.4461 -1.6287 0.0854 -0.6369 0.6346
O 0.1248 -2.9469 -1.6556 -1.0898 0.3594 0.1389
O 2.0243 -3.8594 -2.8674 0.3227 -0.3184 -0.4730
N 2.4204 -2.5130 -0.7657 0.4213 -0.0203 -0.2085
S 2.2319 -0.9769 -0.6849 -0.2060 0.1541 -0.1343
O 0.9003 -0.6361 -0.1407 -1.2325 -0.0840 0.1548
O 3.2721 -0.2847 -0.0331 0.6014 -0.0354 0.0516
C 2.1026 -0.3532 -2.4350 0.0668 0.4244 -0.4659
F 0.8970 -0.6381 -2.9291 -0.0993 -0.1798 0.0728
F 3.0247 -0.9272 -3.1823 0.0790 -0.0563 0.1043
F 2.2468 0.9631 -2.4778 0.1347 -0.0578 0.3693


# 4
11
Properties=species:S:1:pos:R:3:forces:R:3 method="wB97M-V/def2-TZVPD" homo_lumo_gap_ev="8.08 / 8.08" e_above_lowest_kj_mol=573.9 energy_ha=-302.2097 lumo_ev="-0.9 / -0.9" e_homo_ev="-8.95 / -8.95"
C 2.2454 -1.0374 -0.2302 -0.3050 0.2156 0.0971
C 1.2455 -0.3591 0.0115 0.4486 -0.1384 0.0312
C -0.0221 0.2557 0.1748 -0.2185 0.0502 0.0156
C -1.1325 -0.2733 0.9158 -0.0450 -0.0291 0.0455
N -2.2024 0.4364 0.6812 0.1836 -0.0744 0.0763
N -1.8820 1.4447 -0.2131 0.2302 0.0073 -0.0304
C -0.6188 1.3487 -0.5343 -0.0106 0.0228 -0.0570
H 3.0543 -1.6888 -0.4854 -0.0966 0.1327 0.0353
H -1.1290 -1.1236 1.5892 -0.0350 0.1234 -0.1014
H 0.5856 -1.0373 -0.6820 -0.0797 -0.1939 -0.2131
H -0.1442 2.0340 -1.2273 -0.0721 -0.1162 0.1009